This record from OMol25 describes a cluster of 2 separate species, C4H9NO2 in total. The level of theory is ωB97M-V/def2-TZVPD.

Geometry as ORCA input:
```
! RIJCOSX wB97M-V def2-TZVPD def2/J DEFGRID3
* xyz 0 1
C -2.581 -0.226 0.507
N -1.354 -0.169 -0.285
C -0.313 0.526 -0.006
C 0.625 0.943 -1.224
O -0.048 0.877 -2.268
O 1.762 1.291 -0.929
C 2.292 -0.678 1.017
H -2.357 -0.395 1.562
H -3.238 -1.015 0.138
H -3.076 0.743 0.384
H -1.376 -0.411 -1.283
H 1.264 -0.673 0.658
H -0.221 0.920 1.008
H 2.583 0.341 1.270
H 2.914 -1.019 0.190
H 2.352 -1.348 1.875
*
```

As for the HOMO energy: -9.39 eV. Its orbital gap is 8.73 eV. For the energy relative to the best compared isomer or geometry (same formula, charge and spin), the calculation gives 243.6 kJ/mol. The total energy comes out at -9877.5360 eV.

Atomic partial charges in e from the Löwdin method, atoms 1 to 5: -0.020, 0.020, 0.048, -0.682, -0.013

---

This record from OMol25 describes an isolated molecule of C6H8N2 at a distorted geometry. The level of theory is ωB97M-V/def2-TZVPD.

Geometry as ORCA input:
```
! RIJCOSX wB97M-V def2-TZVPD def2/J DEFGRID3
* xyz 0 1
C -1.370 -1.592 -0.056
C -0.193 -0.953 0.463
N 0.490 -0.762 1.508
C 0.759 0.063 0.256
C 2.124 -0.162 -0.328
C 0.273 1.444 0.341
C -0.845 1.778 -0.225
N -1.872 2.029 -0.732
H -2.260 -1.126 0.377
H -1.406 -1.484 -1.143
H -1.365 -2.652 0.206
H 2.599 0.778 -0.629
H 2.790 -0.645 0.396
H 2.062 -0.804 -1.213
H 0.867 2.187 0.858
H -2.655 1.902 -0.079
*
```

As for the HOMO energy: -8.79 eV. Its SMILES is CC1=N[C@]1(C)C=C=N. Its orbital gap is 9.58 eV. For the energy relative to the best compared isomer or geometry (same formula, charge and spin), the calculation gives 298.6 kJ/mol. The total energy comes out at -9328.6124 eV.

Atomic partial charges in e from the Löwdin method, atoms 1 to 5: -0.015, -0.339, 0.247, -0.477, -0.032

---

Please write out number 1 again, unchanged.
This record from OMol25 describes a cluster of 2 separate species, C4H9NO2 in total. The level of theory is ωB97M-V/def2-TZVPD.

Geometry as ORCA input:
```
! RIJCOSX wB97M-V def2-TZVPD def2/J DEFGRID3
* xyz 0 1
C -2.581 -0.226 0.507
N -1.354 -0.169 -0.285
C -0.313 0.526 -0.006
C 0.625 0.943 -1.224
O -0.048 0.877 -2.268
O 1.762 1.291 -0.929
C 2.292 -0.678 1.017
H -2.357 -0.395 1.562
H -3.238 -1.015 0.138
H -3.076 0.743 0.384
H -1.376 -0.411 -1.283
H 1.264 -0.673 0.658
H -0.221 0.920 1.008
H 2.583 0.341 1.270
H 2.914 -1.019 0.190
H 2.352 -1.348 1.875
*
```

As for the HOMO energy: -9.39 eV. Its orbital gap is 8.73 eV. For the energy relative to the best compared isomer or geometry (same formula, charge and spin), the calculation gives 243.6 kJ/mol. The total energy comes out at -9877.5360 eV.

Atomic partial charges in e from the Löwdin method, atoms 1 to 5: -0.020, 0.020, 0.048, -0.682, -0.013